Density functional theory data (the ωB97M-V functional and the def2-TZVPD basis) for a 10-piece molecular cluster, C33H81N9O14 overall at a distorted geometry.

Bonds (Å) are listed after each position.
Cartesian coordinates (Å):
1 C -0.23 3.82 0.12  C2 1.501, H8 1.090, H9 1.090, H10 1.090
2 C -1.52 3.90 -0.64  C1 1.501, O3 1.186, N4 1.481
3 O -1.99 4.95 -0.93  C2 1.186
4 N -2.25 2.62 -0.81  C2 1.481, H5 1.010, H6 1.010, C7 1.562
5 H -1.82 1.91 -0.24  N4 1.010
6 H -3.17 2.79 -0.43  N4 1.010
7 C -2.39 2.26 -2.33  N4 1.562, H11 1.090, H12 1.090, H13 1.090
8 H 0.10 4.83 0.40  C1 1.090
9 H 0.49 3.49 -0.62  C1 1.090
10 H -0.19 3.09 0.93  C1 1.090
11 H -2.29 3.11 -3.00  C7 1.090
12 H -3.39 1.85 -2.43  C7 1.090
13 H -1.61 1.53 -2.55  C7 1.090
14 C -0.66 -3.07 0.00  C15 1.551, H18 1.090, H19 1.090, H20 1.090
15 C -0.71 -1.62 0.55  C14 1.551, O16 1.185, O17 1.244
16 O 0.22 -0.89 0.44  C15 1.185
17 O -1.81 -1.25 1.01  C15 1.244
18 H 0.33 -3.52 0.05  C14 1.090
19 H -0.98 -3.09 -1.04  C14 1.090
20 H -1.32 -3.72 0.58  C14 1.090
21 O -7.64 -0.95 3.19  C22 1.217
22 C -7.62 0.08 2.54  O21 1.217, N23 1.271, C24 1.530
23 N -6.64 0.38 1.78  C22 1.271, H25 1.010, H26 1.010
24 C -8.72 1.14 2.48  C22 1.530, H27 1.090, H28 1.090, H29 1.090
25 H -5.74 -0.06 1.79  N23 1.010
26 H -6.66 1.29 1.34  N23 1.010
27 H -8.37 2.15 2.71  C24 1.090
28 H -9.48 0.92 3.23  C24 1.090
29 H -9.15 1.23 1.49  C24 1.090
30 O -3.39 -4.43 6.79  C31 1.217
31 C -2.75 -4.19 5.79  O30 1.217, N32 1.327, C33 1.491
32 N -3.11 -3.17 5.02  C31 1.327, H34 1.010, H35 1.010
33 C -1.44 -4.84 5.50  C31 1.491, H36 1.090, H37 1.090, H38 1.090
34 H -3.92 -2.67 5.36  N32 1.010
35 H -2.51 -2.85 4.27  N32 1.010
36 H -0.61 -4.38 6.04  C33 1.090
37 H -1.18 -4.83 4.44  C33 1.090
38 H -1.53 -5.90 5.74  C33 1.090
39 O -7.26 -5.72 -0.46  C40 1.238
40 C -6.87 -5.03 0.49  O39 1.238, N41 1.271, C42 1.529
41 N -7.62 -4.76 1.48  C40 1.271, H43 1.010, H44 1.010
42 C -5.47 -4.41 0.44  C40 1.529, H45 1.090, H46 1.090, H47 1.090
43 H -8.55 -5.14 1.49  N41 1.010
44 H -7.51 -3.93 2.04  N41 1.010
45 H -5.47 -3.51 1.06  C42 1.090
46 H -5.14 -4.20 -0.58  C42 1.090
47 H -4.66 -5.02 0.86  C42 1.090
48 O 1.53 1.49 -4.42  C49 1.198
49 C 1.86 0.39 -4.78  O48 1.198, N50 1.284, C51 1.515
50 N 1.96 -0.51 -3.87  C49 1.284, H52 1.010, H53 1.010
51 C 2.03 0.20 -6.27  C49 1.515, H54 1.090, H55 1.090, H56 1.090
52 H 1.72 -0.43 -2.89  N50 1.010
53 H 2.36 -1.34 -4.27  N50 1.010
54 H 3.05 0.35 -6.60  C51 1.090
55 H 1.40 0.82 -6.90  C51 1.090
56 H 1.76 -0.85 -6.44  C51 1.090
57 O -2.31 -1.46 -7.12  C58 1.264
58 C -3.29 -1.26 -6.35  O57 1.264, N59 1.293, C60 1.548
59 N -4.17 -0.36 -6.65  C58 1.293, H61 1.010, H62 1.010
60 C -3.67 -2.16 -5.15  C58 1.548, H63 1.090, H64 1.090, H65 1.090
61 H -5.06 -0.33 -6.16  N59 1.010
62 H -3.95 0.14 -7.50  N59 1.010
63 H -3.96 -3.14 -5.55  C60 1.090
64 H -4.55 -1.84 -4.59  C60 1.090
65 H -2.84 -2.24 -4.46  C60 1.090
66 C 7.82 -6.73 -3.28  O67 1.413, H75 1.090, H76 1.090, H77 1.090
67 O 6.88 -5.83 -3.84  C66 1.413, C68 1.480
68 C 6.08 -5.22 -2.76  O67 1.480, C69 1.534, H78 1.090, H79 1.090
69 C 5.25 -4.02 -3.23  C68 1.534, N70 1.474, H80 1.090, H81 1.090
70 N 4.49 -4.18 -4.49  C69 1.474, C71 1.451, H82 1.010
71 C 3.50 -5.22 -4.24  N70 1.451, C72 1.576, H83 1.090, H84 1.090
72 C 2.72 -5.56 -5.57  C71 1.576, O73 1.349, H85 1.090, H86 1.090
73 O 3.56 -5.77 -6.60  C72 1.349, C74 1.437
74 C 3.00 -5.73 -7.92  O73 1.437, H87 1.090, H88 1.090, H89 1.090
75 H 7.52 -7.26 -2.38  C66 1.090
76 H 8.69 -6.19 -2.93  C66 1.090
77 H 8.07 -7.50 -4.01  C66 1.090
78 H 6.80 -4.86 -2.03  C68 1.090
79 H 5.45 -5.92 -2.21  C68 1.090
80 H 5.85 -3.11 -3.34  C69 1.090
81 H 4.53 -3.69 -2.48  C69 1.090
82 H 5.16 -4.38 -5.22  N70 1.010
83 H 2.85 -4.90 -3.43  C71 1.090
84 H 4.02 -6.11 -3.91  C71 1.090
85 H 2.10 -4.68 -5.76  C72 1.090
86 H 2.13 -6.46 -5.39  C72 1.090
87 H 2.23 -6.50 -8.01  C74 1.090
88 H 3.76 -5.84 -8.69  C74 1.090
89 H 2.40 -4.86 -8.19  C74 1.090
90 C -2.17 9.06 1.18  O91 1.412, H99 1.090, H100 1.090, H101 1.090
91 O -3.35 8.56 1.78  C90 1.412, C92 1.450
92 C -4.03 9.43 2.72  O91 1.450, C93 1.576, H102 1.090, H103 1.090
93 C -5.13 8.57 3.45  C92 1.576, N94 1.466, H104 1.090, H105 1.090
94 N -4.50 7.31 3.87  C93 1.466, C95 1.483, H106 1.010
95 C -5.50 6.41 4.48  N94 1.483, C96 1.564, H107 1.090, H108 1.090
96 C -4.73 5.18 5.05  C95 1.564, O97 1.417, H109 1.090, H110 1.090
97 O -3.84 4.63 4.10  C96 1.417, C98 1.455
98 C -3.25 3.41 4.62  O97 1.455, H111 1.090, H112 1.090, H113 1.090
99 H -2.00 8.68 0.18  C90 1.090
100 H -1.26 8.75 1.69  C90 1.090
101 H -2.21 10.15 1.11  C90 1.090
102 H -4.37 10.31 2.17  C92 1.090
103 H -3.31 9.87 3.42  C92 1.090
104 H -5.91 8.43 2.71  C93 1.090
105 H -5.51 9.11 4.32  C93 1.090
106 H -3.97 6.93 3.10  N94 1.010
107 H -6.25 6.10 3.75  C95 1.090
108 H -6.20 6.86 5.18  C95 1.090
109 H -5.45 4.41 5.32  C96 1.090
110 H -4.18 5.47 5.94  C96 1.090
111 H -2.49 2.89 4.02  C98 1.090
112 H -3.98 2.61 4.73  C98 1.090
113 H -2.69 3.57 5.54  C98 1.090
114 C 9.21 4.21 2.73  O115 1.429, H123 1.090, H124 1.090, H125 1.090
115 O 8.23 3.30 2.21  C114 1.429, C116 1.443
116 C 6.99 3.49 2.92  O115 1.443, C117 1.557, H126 1.090, H127 1.090
117 C 5.93 2.50 2.34  C116 1.557, N118 1.454, H128 1.090, H129 1.090
118 N 6.47 1.17 2.54  C117 1.454, C119 1.442, H130 1.010
119 C 5.65 0.17 1.90  N118 1.442, C120 1.542, H131 1.090, H132 1.090
120 C 6.13 -1.24 2.31  C119 1.542, O121 1.448, H133 1.090, H134 1.090
121 O 7.45 -1.57 1.80  C120 1.448, C122 1.442
122 C 8.19 -2.45 2.67  O121 1.442, H135 1.090, H136 1.090, H137 1.090
123 H 9.40 4.03 3.79  C114 1.090
124 H 8.96 5.25 2.54  C114 1.090
125 H 10.16 4.05 2.21  C114 1.090
126 H 6.61 4.51 2.85  C116 1.090
127 H 7.17 3.12 3.93  C116 1.090
128 H 5.82 2.76 1.28  C117 1.090
129 H 4.98 2.59 2.86  C117 1.090
130 H 7.41 1.24 2.18  N118 1.010
131 H 5.64 0.16 0.81  C119 1.090
132 H 4.62 0.22 2.24  C119 1.090
133 H 5.54 -2.06 1.92  C120 1.090
134 H 6.08 -1.32 3.40  C120 1.090
135 H 8.55 -1.74 3.41  C122 1.090
136 H 8.97 -2.95 2.09  C122 1.090
137 H 7.58 -3.23 3.13  C122 1.090

Frontier orbital gap (Eh): 0.2201
Net charge: 0
HOMO (eV): -7.35
Energy relative to the best compared isomer or geometry (same formula, charge and spin) (kcal/mol): 161.1

Mulliken atomic charge list, values in e, 4 entries: -1.12, 0.55, -0.45, 0.01